(1)
The following is a DFT calculation (the ωB97M-V functional and the def2-TZVPD basis) of 2 unconnected molecules or ions with the total composition C4H11S2.

Positions of all 17 atoms, in Å:
C (2.069996, 1.503334, 0.279606)
S (2.663332, -0.247767, 0.052570)
C (1.055490, -0.877412, 0.450334)
H (3.099965, 2.088274, 0.394953)
H (1.639053, 1.600392, 1.291934)
H (1.501307, 2.122672, -0.533840)
H (0.367755, -0.033919, 0.745894)
H (0.559500, -1.566817, -0.314952)
H (1.208747, -1.436173, 1.358996)
C (-3.222402, -0.448052, 0.816882)
C (-2.012885, -0.860524, 0.018581)
S (-1.528942, 0.566819, -1.040302)
H (-4.014938, -0.097625, 0.162342)
H (-3.030932, 0.436307, 1.406501)
H (-3.520331, -1.258552, 1.468448)
H (-2.110790, -1.896907, -0.405922)
H (-1.190764, -0.966559, 0.836940)

Forces on atoms 1 to 6 (eV/Å):
3.09 2.47 -0.37
-0.75 2.04 -0.55
-1.57 -1.15 0.20
-1.90 -0.92 -0.27
-0.20 -0.15 -0.73
0.67 -2.01 1.39

Computed properties:
relative energy (zero: lowest compared OMol25 entry of this formula, charge and spin) = 143.2 kJ/mol
E_HOMO = -2.47 eV
molecular weight = 123.3 g/mol
lowest unoccupied orbital energy = 3.2 eV
net charge = -1
F_max = 3.97 eV Å⁻¹
calculated total energy = -955.348368 a.u.
gap between HOMO and LUMO = 5.70 eV

(2)
The following is a DFT calculation (the ωB97M-V functional and the def2-TZVPD basis) of C4H6O2 in the gas phase.

Positions of all 12 atoms, in Å:
O (-1.445475, 0.798907, 0.562413)
C (-0.915664, -0.206196, -0.249666)
C (0.175470, 0.154117, -1.196818)
C (0.491904, -0.617166, 0.078107)
C (1.177856, 0.040531, 1.219781)
O (2.057608, -0.495920, 1.854733)
H (-2.245084, 1.137079, 0.145663)
H (-1.601779, -1.014943, -0.495194)
H (0.285928, -0.385336, -2.133609)
H (0.457876, 1.203010, -1.230411)
H (0.749436, -1.665752, -0.037512)
H (0.811919, 1.051674, 1.482512)

Forces on atoms 1 to 6 (eV/Å):
-0.22 0.03 0.06
0.05 -0.28 -0.12
0.01 0.13 -0.12
0.10 -0.19 0.15
0.20 -0.13 0.08
-0.33 0.23 -0.23

Computed properties:
SMILES string = O=C[C@@H]1C[C@@H]1O
relative energy (zero: lowest compared OMol25 entry of this formula, charge and spin) = 165.5 kJ/mol
E_HOMO = -9.63 eV
molecular weight = 86.1 g/mol
lowest unoccupied orbital energy = 0.7 eV
F_max = 0.46 eV Å⁻¹
calculated total energy = -306.443272 a.u.
gap between HOMO and LUMO = 10.32 eV

(3)
The following is a DFT calculation (the ωB97M-V functional and the def2-TZVPD basis) of 11 unconnected molecules or ions with the total composition BH26NO9.

Positions of all 37 atoms, in Å:
N (-49.347980, -7.447214, 40.432141)
H (-49.694972, -8.036416, 39.846077)
H (-50.070407, -6.758894, 40.616595)
H (-48.462376, -6.887641, 40.145970)
H (-48.967457, -7.887964, 41.302495)
B (-48.776946, -3.408725, 38.584844)
H (-49.827671, -2.856029, 39.061797)
H (-47.649022, -2.719742, 38.641342)
H (-48.387976, -4.356321, 39.259646)
H (-48.886760, -3.919118, 37.453747)
O (-50.135093, -9.511110, 36.888245)
H (-50.229467, -10.289297, 36.587793)
H (-49.688721, -9.623378, 37.695595)
O (-47.067493, -5.575817, 42.455127)
H (-46.403776, -4.842462, 42.619007)
H (-47.006130, -5.927692, 43.417177)
O (-53.034407, -6.270149, 40.326365)
H (-53.540017, -6.183313, 41.177402)
H (-52.459441, -5.572571, 40.484747)
O (-49.187887, -10.438831, 41.991945)
H (-49.377540, -10.286628, 42.906064)
H (-48.231055, -10.420747, 42.174584)
O (-51.951022, -8.680509, 40.024138)
H (-52.096701, -9.415898, 39.392298)
H (-52.365922, -7.863622, 39.562277)
O (-49.539939, -10.651494, 39.391506)
H (-50.425513, -11.022699, 39.314808)
H (-49.539911, -10.516896, 40.371551)
O (-46.811219, -8.110525, 38.214310)
H (-46.025816, -8.091184, 38.750648)
H (-46.903380, -7.260507, 37.829808)
O (-45.440669, -7.385918, 40.872994)
H (-45.966548, -6.742605, 41.622480)
H (-44.791448, -6.815202, 40.431415)
O (-51.464911, -4.573408, 40.609711)
H (-50.936408, -4.051642, 39.829464)
H (-51.209268, -3.972742, 41.372973)

Forces on atoms 1 to 6 (eV/Å):
5.62 6.14 5.67
-2.40 -5.28 -5.11
-0.32 0.40 0.44
-1.81 -1.00 -0.57
-1.24 0.05 -0.87
1.40 0.01 -0.19

Computed properties:
relative energy (zero: lowest compared OMol25 entry of this formula, charge and spin) = 167.9 kJ/mol
E_HOMO = -7.74 eV
molecular weight = 195.0 g/mol
lowest unoccupied orbital energy = -1.1 eV
F_max = 10.07 eV Å⁻¹
calculated total energy = -772.141249 a.u.
gap between HOMO and LUMO = 6.68 eV

(4)
The following is a DFT calculation (the ωB97M-V functional and the def2-TZVPD basis) of 2 unconnected molecules or ions with the total composition C3H4N2O2.

Positions of all 11 atoms, in Å:
C (0.163055, -0.443916, 1.025064)
N (-0.538085, -1.208736, 0.035627)
C (0.335882, 0.842034, 0.037054)
C (-1.058726, 0.782621, -0.551923)
O (0.803381, -0.829297, -1.209502)
N (-1.493025, -0.428454, -0.475541)
O (0.980898, 1.819754, 0.307496)
H (1.716143, -1.076688, -1.411630)
H (1.132955, -0.847863, 1.303681)
H (-0.421800, -0.211254, 1.912713)
H (-1.620676, 1.601800, -0.973040)

Forces on atoms 1 to 6 (eV/Å):
1.22 1.14 -0.94
1.30 -2.30 0.13
-1.01 0.84 3.13
1.05 -0.80 -1.15
-1.28 1.52 -0.48
-0.84 1.06 -0.21

Computed properties:
relative energy (zero: lowest compared OMol25 entry of this formula, charge and spin) = 692.0 kJ/mol
E_HOMO (spin up / spin down) = -9.46 / -9.46 eV
molecular weight = 100.1 g/mol
lowest unoccupied orbital energy (spin up / spin down) = -1.7 / -1.7 eV
F_max = 3.40 eV Å⁻¹
calculated total energy = -376.500210 a.u.
gap between HOMO and LUMO (spin up / spin down) = 7.80 / 7.80 eV

(5)
The following is a DFT calculation (the ωB97M-V functional and the def2-TZVPD basis) of C19H21NO2 in the gas phase.

Positions of all 43 atoms, in Å:
C (2.727615, 2.615606, -3.963478)
C (3.866224, 2.977358, -3.017450)
C (3.424717, 3.146995, -1.560102)
O (3.104160, 1.912952, -0.947759)
C (1.837389, 1.427418, -0.926736)
C (0.687719, 2.092187, -1.344006)
C (-0.544448, 1.475438, -1.235853)
C (-0.668651, 0.204942, -0.689372)
C (0.484393, -0.469214, -0.290363)
C (1.715342, 0.133289, -0.408088)
H (2.615076, -0.378451, -0.104748)
H (0.419514, -1.474004, 0.100002)
C (-2.004471, -0.448757, -0.669560)
O (-2.747255, -0.400420, -1.634455)
N (-2.342385, -1.160246, 0.449463)
C (-1.683544, -1.113154, 1.684392)
C (-1.160327, 0.085286, 2.169437)
C (-0.514475, 0.128492, 3.387964)
C (-0.403397, -1.019873, 4.154754)
C (-0.966268, -2.197181, 3.701063)
C (-1.615516, -2.264733, 2.475088)
C (-2.260965, -3.559952, 2.055481)
C (-2.770366, -3.522654, 0.617320)
C (-3.391851, -2.156569, 0.347018)
H (-3.809476, -2.090936, -0.658999)
H (-4.177608, -1.941080, 1.078458)
H (-3.502531, -4.313478, 0.451863)
H (-1.944090, -3.673291, -0.080930)
H (-1.552379, -4.381290, 2.186032)
H (-3.100162, -3.750707, 2.732944)
H (-0.906272, -3.090952, 4.306088)
H (0.103178, -0.993135, 5.107452)
H (-0.108421, 1.062929, 3.744442)
H (-1.270924, 0.985581, 1.585755)
H (-1.433509, 1.986173, -1.574800)
H (0.733221, 3.083757, -1.765033)
H (2.601389, 3.863250, -1.483362)
H (4.267348, 3.532144, -0.975800)
H (4.628136, 2.196253, -3.049852)
H (4.326763, 3.913860, -3.338591)
H (3.109210, 2.494545, -4.974602)
H (2.255513, 1.682985, -3.663631)
H (1.972384, 3.398636, -3.977448)

Forces on atoms 1 to 6 (eV/Å):
0.22 -0.01 0.07
-0.33 -0.07 0.29
0.38 0.37 -0.35
-0.13 -0.28 0.03
-0.19 -0.26 0.17
0.31 0.26 -0.02

Computed properties:
SMILES string = CCCOc1ccc(C(=O)N2CCCc3ccccc32)cc1
relative energy (zero: lowest compared OMol25 entry of this formula, charge and spin) = 48.0 kJ/mol
E_HOMO = -8.15 eV
molecular weight = 295.4 g/mol
lowest unoccupied orbital energy = 0.8 eV
F_max = 0.70 eV Å⁻¹
calculated total energy = -941.866238 a.u.
gap between HOMO and LUMO = 9.00 eV

- Among the records above, which one has the lowest molecular weight?
  C4H6O2

- Among the records above, which one has the lowest molecular weight?
  C4H6O2

- relative energy (zero: lowest compared OMol25 entry of this formula, charge and spin) of number 5 (C19H21NO2)?
  48.0 kJ/mol